The molecule C9H18O2. Source: the OMol25 dataset; level of theory: wB97M-V/def2-TZVPD.

The geometry in XYZ format:
```
29
Properties=species:S:1:pos:R:3:forces:R:3
C -1.939199 -2.459168 0.633016 3.505 3.385 -0.809
C -1.217532 -2.853248 1.985208 -0.667 5.838 -2.748
C 0.151466 -2.407805 1.909861 4.683 2.559 -3.932
C 0.405795 -0.752655 1.908862 4.324 -4.414 -2.581
C 0.664239 -0.021720 0.632382 0.652 -7.042 -7.551
C 0.862295 1.406618 0.476205 0.498 0.705 0.164
C 1.355158 2.000627 -0.914005 -7.642 2.543 2.436
C -0.067230 1.871050 -1.906603 9.167 1.013 -2.192
C 0.383361 2.565470 -3.208936 2.706 -7.056 -0.893
O 1.112972 1.987928 -4.023953 -0.545 0.601 1.049
O -0.026937 3.713469 -3.388311 -2.842 6.485 0.353
H 0.273343 4.291463 -4.118803 0.312 -1.277 0.163
H -0.086363 0.868649 -1.969154 -0.278 -3.478 -1.236
H -0.926378 2.171389 -1.623095 -5.558 2.809 2.965
H 1.234321 3.125238 -0.680059 1.735 -1.594 -0.724
H 2.181286 1.510503 -1.312036 1.377 -0.281 -0.885
H -0.058501 1.790271 0.917819 -0.106 1.171 -0.628
H 1.617513 1.653862 1.187889 0.819 0.528 0.781
H 1.469969 -0.659466 0.088359 0.134 1.430 1.040
H -0.069819 -0.539674 -0.318655 0.791 1.943 2.824
H 1.196784 -0.377863 2.486915 0.897 -0.202 1.817
H -0.406458 -0.328788 2.066153 -7.771 3.445 3.359
H 0.728030 -2.766618 0.875294 -1.750 0.721 2.201
H 0.862610 -2.749734 2.589682 0.707 -0.863 1.768
H -1.481881 -3.780775 1.957932 -0.254 -6.215 0.632
H -1.726838 -2.405212 2.803081 -0.589 0.573 0.786
H -2.866095 -2.753042 0.791744 -4.439 -2.723 -0.366
H -2.254587 -1.380465 0.495325 1.335 -0.441 0.373
H -1.371324 -2.720303 -0.342115 -1.202 -0.163 1.835
```
Forces are in eV/Å.

Summary:
* structure (SMILES): CCCCCCCCC(=O)O
* E_LUMO: 0.7 eV
* energy relative to the best compared isomer or geometry (same formula, charge and spin): 6.814 eV
* gap between HOMO and LUMO: 10.31 eV
* largest force on an atom: 10.3 eV/Å

Atom charges from the Mulliken analysis, given in e for atoms 1 to 2: C -1.224; C -0.664